#i
Below is 3 unconnected molecules or ions with the total composition C2H2F4O, with properties calculated with the ωB97M-V functional and the def2-TZVPD basis.

Output
- E_LUMO (alpha / beta) (eV) = -3.3 / -0.5
- frontier orbital gap (alpha / beta) (eV) = 5.77 / 11.63
- HOMO level (alpha / beta) (eV) = -9.10 / -12.17
- molecular weight (Da) = 118.03

```
! wB97M-V def2-TZVPD RIJCOSX def2/J DEFGRID3
* xyz 0 1
C 0.901 -0.025 -0.001
C -1.515 -0.327 0.120
O 1.099 1.112 0.154
F 1.070 -1.006 0.889
F -1.977 0.296 -0.895
F -1.579 0.458 1.202
F 2.870 1.315 -1.115
H 0.678 -0.523 -0.903
H -1.546 -1.300 0.548
*
```

Partial charges, Löwdin, in e:
1. C -0.418
2. C -0.249
3. O 0.129
4. F 0.083
5. F 0.159
6. F 0.063
7. F -0.034
8. H 0.129
9. H 0.137

---

#ii
Below is C2H2F4O in the gas phase, with properties calculated with the ωB97M-V functional and the def2-TZVPD basis.

Output
- E_LUMO (eV) = 0.8
- frontier orbital gap (eV) = 13.16
- SMILES = FO[C@@H](F)C(F)F
- HOMO level (eV) = -12.34
- molecular weight (Da) = 118.03

```
! wB97M-V def2-TZVPD RIJCOSX def2/J DEFGRID3
* xyz 0 1
F 2.504 0.467 0.172
O 1.322 -0.051 0.608
C 0.374 -0.120 -0.360
F 0.561 -1.297 -1.003
C -0.920 0.089 0.358
F -1.296 -1.018 1.024
F -1.884 0.275 -0.599
H 0.217 0.750 -1.181
H -0.877 0.905 0.981
*
```

Partial charges, Löwdin, in e:
1. F 0.007
2. O 0.039
3. C -0.348
4. F 0.091
5. C -0.324
6. F 0.105
7. F 0.063
8. H 0.223
9. H 0.144

---

Which of them is the least stable? Correct choice: #i.

---

#i
Below is a gas-phase ion, C4H14N4 (charge +2), with properties calculated with the ωB97M-V functional and the def2-TZVPD basis.

Output
- E_LUMO (eV) = -7.2
- frontier orbital gap (eV) = 11.56
- SMILES = [H]/N=C(\N[NH3+])[C@@H]([NH3+])CC
- HOMO level (eV) = -18.77
- molecular weight (Da) = 118.18

```
! wB97M-V def2-TZVPD RIJCOSX def2/J DEFGRID3
* xyz 2 1
H -1.885 -1.917 -1.022
N -1.049 -1.710 -0.484
C -0.714 -0.595 0.014
N -1.447 0.561 0.364
N -2.901 0.554 0.043
C 1.107 -0.585 0.525
N 1.397 -2.046 0.109
C 1.847 0.519 -0.286
C 1.292 1.922 -0.051
H -1.050 1.429 0.873
H -3.129 -0.437 -0.078
H -3.209 1.045 -0.819
H -3.303 0.974 0.812
H 1.081 -0.411 1.539
H 1.301 -2.686 0.917
H 2.396 -1.983 -0.339
H 0.559 -2.177 -0.423
H 1.624 0.364 -1.407
H 2.955 0.470 -0.242
H 0.383 2.059 -0.601
H 1.882 2.667 -0.330
H 0.862 1.984 0.888
*
```

Partial charges, Löwdin, in e:
1. H 0.108
2. N 0.136
3. C -0.227
4. N 0.056
5. N 0.276
6. C -0.077
7. N 0.201
8. C -0.179
9. C -0.068
10. H 0.197
11. H 0.173
12. H 0.213
13. H 0.151
14. H 0.110
15. H 0.188
16. H 0.233
17. H 0.048
18. H 0.151
19. H 0.137
20. H 0.068
21. H 0.057
22. H 0.050

---

#ii
Below is a gas-phase ion, C4H14N4 (charge +2), with properties calculated with the ωB97M-V functional and the def2-TZVPD basis.

Output
- E_LUMO (alpha / beta) (eV) = -10.1 / -10.7
- frontier orbital gap (alpha / beta) (eV) = 9.13 / 7.37
- SMILES = C/[NH+]=[N+](/C)[C@@H](C)NN
- HOMO level (alpha / beta) (eV) = -19.18 / -18.10
- molecular weight (Da) = 118.18

```
! wB97M-V def2-TZVPD RIJCOSX def2/J DEFGRID3
* xyz 2 1
C -1.158 1.395 -1.156
N 0.101 1.116 -0.635
N 0.513 0.631 0.482
C 1.662 1.206 1.032
C 0.137 -0.824 0.974
C -1.470 -1.113 0.815
N 0.756 -1.568 -0.020
N 0.473 -1.579 -1.301
H -2.018 1.107 -0.537
H -1.164 2.490 -1.279
H -1.242 0.877 -2.133
H 0.878 1.657 -1.039
H 2.366 0.541 1.317
H 2.214 1.775 0.309
H 1.477 1.839 1.904
H 0.548 -0.847 1.965
H -1.861 -1.227 -0.265
H -1.980 -0.368 1.491
H -1.510 -2.093 1.199
H 1.749 -1.755 0.113
H 1.131 -2.104 -1.871
H -0.485 -1.904 -1.599
*
```

Partial charges, Löwdin, in e:
1. C -0.005
2. N 0.035
3. N -0.062
4. C 0.021
5. C -0.160
6. C 0.029
7. N 0.026
8. N 0.188
9. H 0.109
10. H 0.138
11. H 0.128
12. H 0.189
13. H 0.079
14. H 0.122
15. H 0.151
16. H 0.172
17. H 0.105
18. H 0.123
19. H 0.071
20. H 0.198
21. H 0.168
22. H 0.174

---

Which of them is the least stable? Correct choice: #ii.

---

#i
Below is 2 unconnected molecules or ions with the total composition C6H16NS, with properties calculated with the ωB97M-V functional and the def2-TZVPD basis.

Output
- E_LUMO (eV) = -3.3
- frontier orbital gap (eV) = 9.54
- HOMO level (eV) = -12.89
- molecular weight (Da) = 134.27

```
! wB97M-V def2-TZVPD RIJCOSX def2/J DEFGRID3
* xyz 1 1
C 1.460 0.983 -1.128
C 1.604 -0.195 -0.222
C 1.649 -0.095 1.145
C 1.587 -1.557 -0.850
H 2.188 0.956 -1.957
H 1.607 1.934 -0.628
H 0.473 0.927 -1.621
H 1.769 -0.950 1.812
H 1.795 0.895 1.641
H 1.884 -2.330 -0.122
H 2.327 -1.689 -1.666
H 0.565 -1.706 -1.292
C -1.980 -0.245 0.183
C -1.665 1.250 0.540
S -2.609 2.467 -0.501
N -1.134 -1.166 0.979
H -1.634 -0.422 -0.857
H -3.026 -0.496 0.300
H -0.581 1.456 0.475
H -2.093 1.443 1.570
H -1.547 2.679 -1.333
H -1.503 -2.129 1.072
H -0.990 -0.741 1.896
H -0.147 -1.267 0.564
*
```

Partial charges, Löwdin, in e:
1. C -0.062
2. C -0.444
3. C 0.013
4. C -0.074
5. H 0.103
6. H 0.088
7. H 0.082
8. H 0.073
9. H 0.092
10. H 0.093
11. H 0.107
12. H 0.094
13. C -0.211
14. C -0.537
15. S 0.735
16. N 0.152
17. H 0.123
18. H 0.125
19. H 0.045
20. H 0.087
21. H -0.131
22. H 0.186
23. H 0.157
24. H 0.103

---

#ii
Below is 2 unconnected molecules or ions with the total composition C6H16NS, with properties calculated with the ωB97M-V functional and the def2-TZVPD basis.

Output
- E_LUMO (alpha / beta) (eV) = -5.4 / -5.4
- frontier orbital gap (alpha / beta) (eV) = 7.47 / 7.47
- HOMO level (alpha / beta) (eV) = -12.83 / -12.84
- molecular weight (Da) = 134.27

```
! wB97M-V def2-TZVPD RIJCOSX def2/J DEFGRID3
* xyz 1 1
C 2.641 0.452 0.698
C 1.035 -2.043 0.026
C -0.665 1.995 -1.098
C -2.333 0.592 -0.557
C 1.218 0.131 1.280
C 0.356 -1.046 0.872
N -1.042 0.643 -1.273
S -1.037 -1.187 1.763
H 2.902 1.299 1.221
H 2.362 0.631 -0.388
H 3.374 -0.308 0.617
H 1.432 -1.756 -0.850
H 0.565 -3.021 -0.160
H 1.865 -2.455 0.588
H 0.264 2.336 -1.574
H -1.402 2.706 -1.350
H -0.394 2.166 0.014
H -3.056 1.328 -0.951
H -2.774 -0.348 -0.708
H -2.232 0.812 0.532
H 0.771 1.045 1.060
H 1.150 0.219 2.431
H -0.997 0.315 -2.250
H -1.538 -2.372 1.367
*
```

Partial charges, Löwdin, in e:
1. C -0.032
2. C -0.050
3. C -0.182
4. C -0.164
5. C -0.255
6. C -0.543
7. N -0.145
8. S 1.073
9. H 0.058
10. H 0.107
11. H 0.066
12. H 0.062
13. H 0.109
14. H 0.124
15. H 0.092
16. H 0.066
17. H 0.096
18. H 0.096
19. H 0.056
20. H 0.057
21. H 0.054
22. H 0.154
23. H 0.136
24. H -0.036

---

Which of them is the least stable? Correct choice: #ii.

---

#i
Below is a molecular structure, C4H8N2O2S, with properties calculated with the ωB97M-V functional and the def2-TZVPD basis.

Output
- E_LUMO (eV) = 0.6
- frontier orbital gap (eV) = 9.19
- HOMO level (eV) = -8.55
- molecular weight (Da) = 148.19

```
! wB97M-V def2-TZVPD RIJCOSX def2/J DEFGRID3
* xyz 0 1
C -0.812 0.657 -0.247
C 1.373 -0.328 -0.952
C -0.173 -0.389 -1.059
C -1.021 -1.539 -0.655
N 0.535 1.560 0.631
N 0.160 2.023 1.854
O -1.918 0.930 -0.075
O 1.297 -0.784 1.779
S 1.747 0.280 0.928
H 1.873 -1.244 -1.126
H 1.889 0.355 -1.539
H -0.327 -0.095 -2.182
H -0.690 -2.565 -1.112
H -2.054 -1.326 -0.967
H -1.094 -1.746 0.396
H -0.419 1.344 2.470
H -0.367 2.867 1.854
*
```

Partial charges, Löwdin, in e:
1. C -0.325
2. C -0.184
3. C -0.361
4. C -0.079
5. N -0.321
6. N -0.102
7. O 0.171
8. O -0.510
9. S 0.919
10. H 0.070
11. H 0.048
12. H 0.189
13. H 0.129
14. H 0.092
15. H 0.079
16. H 0.121
17. H 0.063

---

#ii
Below is a molecular structure, C4H8N2O2S, with properties calculated with the ωB97M-V functional and the def2-TZVPD basis.

Output
- E_LUMO (eV) = 0.8
- frontier orbital gap (eV) = 9.52
- HOMO level (eV) = -8.68
- molecular weight (Da) = 148.19

```
! wB97M-V def2-TZVPD RIJCOSX def2/J DEFGRID3
* xyz 0 1
C -1.711 -1.220 -0.806
C -0.279 -0.903 -0.521
C 1.453 -1.689 0.828
C 0.273 2.681 -0.080
N -2.577 -0.580 -0.186
N -0.289 0.357 0.346
O 0.138 -2.046 0.212
O 0.285 1.339 -0.547
S -1.957 0.693 0.684
H -1.903 -2.175 -1.297
H 0.362 -0.794 -1.416
H 1.675 -2.419 1.595
H 1.454 -0.553 1.020
H 2.189 -1.834 0.003
H 0.604 3.278 -0.905
H 1.015 2.864 0.873
H -0.733 3.001 0.198
*
```

Partial charges, Löwdin, in e:
1. C -0.210
2. C -0.365
3. C -0.039
4. C -0.129
5. N -0.264
6. N -0.351
7. O -0.153
8. O -0.256
9. S 0.965
10. H 0.129
11. H 0.162
12. H 0.079
13. H 0.100
14. H 0.086
15. H 0.072
16. H 0.136
17. H 0.037

---

Which of them is the least stable? Correct choice: #ii.